Here is a cluster of 10 separate species, C48H118N10O4 in total from OMol25. Energies are from wB97M-V/def2-TZVPD.

Calculated values
Kohn-Sham gap (alpha / beta) = 7.75 / 3.14 eV
max |F| = 2.91 eV/A
relative energy (zero: lowest compared OMol25 entry of this formula, charge and spin) = 277.2 kJ/mol
2S+1 = 2
charge = +1
lowest unoccupied orbital energy (alpha / beta) = -2.0 / -6.6 eV
HOMO level (alpha / beta) = -9.7453 / -9.7453 eV

Each atom is followed by the atoms it is bonded to, with distances in Å.
Cartesian coordinates (Å):
1 O 7.70 -1.77 -2.50  C19 1.219
2 O -4.31 -2.13 -1.93  C52 1.229
3 O -3.29 -5.02 3.84  C29 1.227
4 O -1.43 4.73 2.38  C25 1.219
5 N 0.44 0.61 -0.56  C21 1.425, C23 1.464, C36 1.467
6 N -2.59 -2.56 -3.32  C31 1.457, C35 1.458, C52 1.351
7 N 2.70 -0.15 -7.33  C17 1.485, C38 1.452, C51 1.490
8 N -2.61 -1.08 5.54  C27 1.464, C41 1.451, C47 1.495
9 N 6.63 0.25 -2.31  C16 1.469, C19 1.373, C45 1.465
10 N 2.87 4.47 0.00  C28 1.505, C40 1.477, C48 1.428
11 N 2.34 -5.74 1.30  C18 1.502, C22 1.421, C62 1.459
12 N -5.67 0.87 2.47  C50 1.484, C57 1.461, C59 1.462
13 N 0.07 6.42 2.06  C25 1.352, C46 1.453, C53 1.430
14 N -3.52 -3.64 2.04  C29 1.338, C43 1.459, C61 1.472
15 C 4.69 6.14 0.25  C40 1.543, H100 1.090, H120 1.090, H162 1.090
16 C 6.99 0.69 -3.66  N9 1.469, H65 1.090, H123 1.090, H174 1.090
17 C 1.65 -0.96 -6.66  N7 1.485, C37 1.531, H80 1.090, H94 1.090
18 C 0.86 -5.47 1.42  N11 1.502, C30 1.541, H68 1.090, H143 1.090
19 C 7.06 -0.97 -1.85  O1 1.219, N9 1.373, H74 1.101
20 C 2.08 4.78 -2.38  C28 1.552, H129 1.090, H131 1.090, H132 1.090
21 C 0.84 0.70 -1.92  N5 1.425, C26 1.535, H72 1.090, H173 1.090
22 C 2.70 -6.74 0.36  N11 1.421, C49 1.520, H98 1.090, H177 1.090
23 C 0.52 -0.74 0.01  N5 1.464, C42 1.527, H92 1.090, H158 1.090
24 C 3.09 2.51 1.45  C48 1.553, H144 1.090, H167 1.090, H180 1.090
25 C -0.33 5.13 2.05  O4 1.219, N13 1.352, H99 1.101
26 C 2.17 0.05 -2.30  C21 1.535, H67 1.090, H136 1.090, H166 1.090
27 C -3.01 -1.52 6.88  N8 1.464, C60 1.563, H137 1.090, H154 1.090
28 C 1.92 5.21 -0.90  N10 1.505, C20 1.552, H122 1.090, H142 1.090
29 C -3.40 -3.90 3.35  O3 1.227, N14 1.338, H165 1.101
30 C 0.10 -6.71 1.94  C18 1.541, H85 1.090, H126 1.090, H145 1.090
31 C -2.41 -1.20 -3.80  N6 1.457, H104 1.090, H109 1.090, H168 1.090
32 C 2.86 -3.64 2.38  C62 1.487, H82 1.090, H146 1.090, H151 1.090
33 C 4.72 1.19 -6.83  C38 1.567, H76 1.090, H108 1.090, H156 1.090
34 C 2.09 -0.62 -9.71  C51 1.555, H73 1.090, H77 1.090, H124 1.090
35 C -1.57 -3.51 -3.73  N6 1.458, H103 1.090, H116 1.090, H164 1.090
36 C -0.89 1.20 -0.41  N5 1.467, C44 1.583, H66 1.090, H117 1.090
37 C 0.53 -0.14 -6.00  C17 1.531, H83 1.090, H130 1.090, H133 1.090
38 C 3.28 0.78 -6.38  N7 1.452, C33 1.567, H113 1.090, H179 1.090
39 C -6.05 1.38 0.02  C59 1.502, H95 1.090, H153 1.090, H155 1.090
40 C 4.30 4.74 -0.26  N10 1.477, C15 1.543, H147 1.090, H170 1.090
41 C -1.24 -1.47 5.29  N8 1.451, C54 1.479, H141 1.090, H176 1.090
42 C -0.27 -1.84 -0.70  C23 1.527, H88 1.090, H90 1.090, H96 1.090
43 C -3.70 -4.67 1.03  N14 1.459, H84 1.090, H105 1.090, H150 1.090
44 C -1.23 1.47 1.12  C36 1.583, H81 1.090, H160 1.090, H171 1.090
45 C 5.94 1.25 -1.49  N9 1.465, H107 1.090, H111 1.090, H118 1.090
46 C 1.44 6.88 1.94  N13 1.453, H63 1.090, H86 1.090, H91 1.090
47 C -2.98 0.33 5.18  N8 1.495, C56 1.549, H149 1.090, H159 1.090
48 C 2.55 3.08 0.11  N10 1.428, C24 1.553, H75 1.090, H106 1.090
49 C 4.13 -7.26 0.37  C22 1.520, H135 1.090, H148 1.090, H161 1.090
50 C -6.26 2.11 3.04  N12 1.484, C55 1.518, H70 1.090, H101 1.090
51 C 2.29 0.48 -8.62  N7 1.490, C34 1.555, H79 1.090, H139 1.090
52 C -3.55 -2.94 -2.44  O2 1.229, N6 1.351, H121 1.101
53 C -0.77 7.55 2.34  N13 1.430, H71 1.090, H140 1.090, H169 1.090
54 C -0.84 -1.34 3.87  C41 1.479, H110 1.090, H115 1.090, H128 1.090
55 C -5.18 3.13 3.32  C50 1.518, H89 1.090, H114 1.090, H127 1.090
56 C -2.29 1.33 6.14  C47 1.549, H69 1.090, H97 1.090, H152 1.090
57 C -6.50 -0.34 2.49  N12 1.461, C58 1.507, H102 1.090, H125 1.090
58 C -6.63 -0.90 3.88  C57 1.507, H64 1.090, H78 1.090, H138 1.090
59 C -5.10 1.06 1.14  N12 1.462, C39 1.502, H112 1.090, H134 1.090
60 C -4.47 -1.06 7.17  C27 1.563, H119 1.090, H163 1.090, H175 1.090
61 C -3.65 -2.26 1.54  N14 1.472, H87 1.090, H93 1.090, H157 1.090
62 C 3.05 -4.48 1.16  N11 1.459, C32 1.487, H172 1.090, H178 1.090
63 H 2.08 5.99 1.95  C46 1.090
64 H -7.32 -1.75 3.80  C58 1.090
65 H 6.06 0.77 -4.24  C16 1.090
66 H -0.94 2.12 -0.98  C36 1.090
67 H 2.49 0.32 -3.31  C26 1.090
68 H 0.68 -4.69 2.16  C18 1.090
69 H -2.51 2.39 5.98  C56 1.090
70 H -6.76 1.90 3.98  C50 1.090
71 H -0.58 8.37 1.65  C53 1.090
72 H 0.80 1.74 -2.24  C21 1.090
73 H 3.06 -1.09 -9.89  C34 1.090
74 H 6.78 -1.18 -0.80  C19 1.101
75 H 1.50 2.80 0.18  C48 1.090
76 H 5.28 0.28 -7.05  C33 1.090
77 H 1.77 -0.04 -10.57  C34 1.090
78 H -7.10 -0.20 4.58  C58 1.090
79 H 3.02 1.20 -8.96  C51 1.090
80 H 2.16 -1.54 -5.89  C17 1.090
81 H -0.40 2.04 1.54  C44 1.090
82 H 1.98 -2.99 2.45  C32 1.090
83 H -0.10 0.37 -6.73  C37 1.090
84 H -3.15 -4.45 0.11  C43 1.090
85 H 0.16 -7.56 1.26  C30 1.090
86 H 1.70 7.44 1.04  C46 1.090
87 H -4.50 -2.26 0.86  C61 1.090
88 H 0.01 -1.93 -1.74  C42 1.090
89 H -4.64 2.73 4.18  C55 1.090
90 H -0.06 -2.77 -0.16  C42 1.090
91 H 1.80 7.44 2.80  C46 1.090
92 H 0.17 -0.63 1.04  C23 1.090
93 H -3.86 -1.46 2.26  C61 1.090
94 H 1.20 -1.67 -7.34  C17 1.090
95 H -5.53 2.01 -0.71  C39 1.090
96 H -1.34 -1.62 -0.74  C42 1.090
97 H -1.20 1.28 6.12  C56 1.090
98 H 2.40 -6.48 -0.66  C22 1.090
99 H 0.48 4.45 1.78  C25 1.101
100 H 5.74 6.37 0.07  C15 1.090
101 H -7.04 2.52 2.40  C50 1.090
102 H -6.06 -1.16 1.93  C57 1.090
103 H -1.64 -4.56 -3.42  C35 1.090
104 H -3.31 -0.60 -3.68  C31 1.090
105 H -3.64 -5.67 1.46  C43 1.090
106 H 2.98 2.61 -0.78  C48 1.090
107 H 4.95 1.43 -1.92  C45 1.090
108 H 4.69 1.76 -7.76  C33 1.090
109 H -1.62 -0.72 -3.22  C31 1.090
110 H -0.51 -0.35 3.57  C54 1.090
111 H 5.94 0.97 -0.44  C45 1.090
112 H -4.30 0.38 0.83  C59 1.090
113 H 3.40 0.35 -5.39  C38 1.090
114 H -4.52 3.46 2.52  C55 1.090
115 H -1.65 -1.60 3.19  C54 1.090
116 H -1.47 -3.58 -4.81  C35 1.090
117 H -1.64 0.59 -0.91  C36 1.090
118 H 6.49 2.20 -1.49  C45 1.090
119 H -5.11 -1.26 6.31  C60 1.090
120 H 4.61 6.20 1.34  C15 1.090
121 H -3.62 -4.03 -2.32  C52 1.101
122 H 0.89 5.11 -0.57  C28 1.090
123 H 7.75 0.15 -4.22  C16 1.090
124 H 1.33 -1.36 -9.48  C34 1.090
125 H -7.50 -0.19 2.08  C57 1.090
126 H -0.91 -6.40 2.19  C30 1.090
127 H -5.69 3.98 3.76  C55 1.090
128 H -0.06 -2.07 3.65  C54 1.090
129 H 2.99 5.30 -2.67  C20 1.090
130 H 0.83 0.45 -5.14  C37 1.090
131 H 2.03 3.69 -2.49  C20 1.090
132 H 1.24 5.29 -2.84  C20 1.090
133 H -0.15 -0.80 -5.46  C37 1.090
134 H -4.42 1.91 1.21  C59 1.090
135 H 4.30 -8.05 -0.37  C49 1.090
136 H 2.95 0.44 -1.64  C26 1.090
137 H -2.90 -2.59 7.04  C27 1.090
138 H -5.63 -1.11 4.25  C58 1.090
139 H 1.36 1.05 -8.54  C51 1.090
140 H -0.57 7.94 3.34  C53 1.090
141 H -1.11 -2.50 5.62  C41 1.090
142 H 1.96 6.28 -0.71  C28 1.090
143 H 0.46 -5.34 0.41  C18 1.090
144 H 2.77 2.97 2.38  C24 1.090
145 H 0.60 -7.03 2.85  C30 1.090
146 H 2.84 -4.23 3.29  C32 1.090
147 H 4.53 4.57 -1.31  C40 1.090
148 H 4.72 -6.43 -0.01  C49 1.090
149 H -4.06 0.34 5.06  C47 1.090
150 H -4.65 -4.66 0.49  C43 1.090
151 H 3.65 -2.90 2.49  C32 1.090
152 H -2.60 1.15 7.17  C56 1.090
153 H -6.94 1.90 0.37  C39 1.090
154 H -2.28 -1.13 7.59  C27 1.090
155 H -6.33 0.52 -0.59  C39 1.090
156 H 5.38 1.72 -6.14  C33 1.090
157 H -2.83 -2.02 0.87  C61 1.090
158 H 1.58 -0.91 0.16  C23 1.090
159 H -2.71 0.56 4.15  C47 1.090
160 H -2.06 2.16 1.21  C44 1.090
161 H 4.55 -7.55 1.33  C49 1.090
162 H 4.11 6.94 -0.22  C15 1.090
163 H -4.86 -1.51 8.08  C60 1.090
164 H -0.55 -3.21 -3.52  C35 1.090
165 H -3.30 -2.94 3.89  C29 1.101
166 H 2.12 -1.03 -2.14  C26 1.090
167 H 4.18 2.44 1.41  C24 1.090
168 H -2.23 -1.24 -4.88  C31 1.090
169 H -1.84 7.37 2.34  C53 1.090
170 H 4.95 4.02 0.25  C40 1.090
171 H -1.50 0.63 1.75  C44 1.090
172 H 2.81 -3.97 0.23  C62 1.090
173 H 0.12 0.19 -2.57  C21 1.090
174 H 7.24 1.75 -3.64  C16 1.090
175 H -4.54 0.01 7.37  C60 1.090
176 H -0.61 -0.83 5.92  C41 1.090
177 H 2.02 -7.58 0.50  C22 1.090
178 H 4.11 -4.74 1.06  C62 1.090
179 H 2.59 1.60 -6.19  C38 1.090
180 H 2.77 1.47 1.48  C24 1.090

These are the Löwdin partial charges, in e, on atoms 1 to 2: atom 1 (O): 0.010, atom 2 (O): -0.015